[1]
DFT (wB97M-V/def2-TZVPD) results for a molecular structure, C39H38IIrN7O2PS2.

Values from the calculation:
- ⟨S²⟩: 0.7854
- Orbital gap (spin up / spin down): 5.8924 / 3.2842 eV
- Energy relative to the best compared isomer or geometry (same formula, charge and spin): 197.8 kJ/mol
- DFT total energy: -3581.56204 a.u.
- Maximum force: 0.06653 Eh/bohr

Structure (ORCA input):
```
! RIJCOSX wB97M-V def2-TZVPD def2/J DEFGRID3
* xyz 3 2
C 0.620 3.251 -2.977
H -5.414 1.518 -0.838
C -0.969 2.577 4.725
Ir 0.714 0.760 -1.252
H 1.878 3.083 0.702
H -1.169 -1.513 -0.861
H -0.478 -4.784 1.199
C 1.052 -3.353 1.359
C -2.558 0.309 -2.171
C 4.682 0.801 0.617
P 0.694 0.678 1.409
C 1.119 0.159 -4.568
C -4.022 -4.261 -1.238
C -3.409 2.166 -0.382
H -3.697 2.949 0.305
C -0.475 0.307 5.300
C 3.082 0.847 2.876
H 3.270 0.210 -1.580
C -2.209 -0.583 1.864
C -2.077 1.931 -0.641
C -3.920 0.446 -1.941
N 0.865 2.908 -1.670
H -0.427 3.242 1.476
H 2.798 -1.438 -1.948
C 2.495 0.795 1.602
N -1.622 0.997 -1.500
C 2.750 0.923 -0.940
H 0.877 -5.241 -1.470
S 0.855 0.952 -6.125
C -0.467 2.395 3.439
I -2.037 -0.969 -3.750
H -5.733 -3.815 -0.391
C -0.288 -3.518 -0.833
H -2.316 -3.254 1.595
C 3.295 0.813 0.458
H -1.298 4.221 2.666
H -4.369 -4.301 -2.273
H 0.410 -0.880 3.785
H -2.762 -2.710 -0.724
H 2.846 -3.911 -2.170
C 0.016 1.129 3.078
H 5.318 0.796 -0.261
N 1.587 3.963 0.291
C -0.979 1.551 5.651
C 0.292 -1.099 1.507
H -3.943 -5.286 -0.869
N 0.792 -1.373 -1.417
C -1.064 -1.533 1.599
H 0.414 5.113 -4.166
C 4.456 0.861 3.011
H -1.377 1.718 6.643
C 0.888 -4.161 -1.399
H -0.461 -0.502 6.018
H -4.623 -0.165 -2.488
H 3.039 1.904 -1.332
C 0.538 2.391 -5.319
H -3.151 -1.002 1.511
C 1.155 3.978 -0.955
C 1.950 -3.427 -1.804
O -1.475 -5.433 -1.654
C -1.563 -4.291 -1.272
N 1.476 -1.098 -4.529
C -0.282 -3.736 0.980
C 1.918 -2.021 -1.733
O -4.845 -3.443 -0.438
H 2.461 0.862 3.761
H -2.048 0.380 1.379
C 0.635 2.225 -3.934
H 1.825 -4.111 1.387
H 0.454 4.170 2.704
C -1.315 -2.865 1.454
H 0.309 3.295 -5.863
C -0.282 -2.083 -1.076
H -1.351 3.552 5.004
N 0.935 0.963 -3.520
C -4.356 1.384 -1.023
H -1.320 2.521 -0.145
H -2.309 -0.390 2.932
C 5.259 0.824 1.874
H 1.613 -1.626 -5.379
H 2.349 -1.709 1.729
C 0.017 0.097 4.027
C -0.438 3.570 2.511
H 4.899 0.888 3.997
N -2.722 -3.616 -1.161
C 0.601 4.608 -3.230
S 0.972 5.490 -1.835
H 1.881 4.817 0.739
H 1.597 -1.572 -3.636
C 1.335 -2.041 1.544
H 6.337 0.828 1.974
*
```

[2]
DFT (wB97M-V/def2-TZVPD) results for 2 unconnected molecules or ions with the total composition C39H38N5.

Values from the calculation:
- Orbital gap: 4.3307 eV
- Energy relative to the best compared isomer or geometry (same formula, charge and spin): 12.3 kJ/mol
- DFT total energy: -1782.48670 a.u.
- Maximum force: 0.03805 Eh/bohr

Structure (ORCA input):
```
! RIJCOSX wB97M-V def2-TZVPD def2/J DEFGRID3
* xyz 1 1
N -2.162 -2.833 -2.535
H -0.479 -3.196 -4.815
H 1.730 1.241 -4.877
C 1.365 0.361 -4.335
C -2.522 0.692 2.563
H 5.169 3.867 4.312
H -0.058 4.354 3.644
H -0.449 2.589 -2.851
H 3.692 -1.903 3.922
N 1.108 0.726 -2.931
H -3.402 -7.326 0.997
H 2.521 1.216 -1.462
H -3.952 -3.920 -2.402
C -1.505 -7.144 0.039
C -1.247 -5.247 -1.397
N -0.549 -0.722 0.047
H 2.873 1.854 -3.046
C 2.512 3.560 3.356
C -3.307 -5.597 -0.246
C -0.525 -1.057 -2.748
H 0.730 0.836 -0.275
H -4.385 0.358 3.561
H -0.646 -4.663 -2.072
H -1.455 -2.117 -5.809
H -4.318 -5.291 -0.031
C 4.997 3.192 3.475
H 1.235 -1.875 4.002
C 1.074 0.217 3.723
C 1.772 1.412 3.536
H 0.271 -6.706 -1.057
C -1.241 -1.675 -0.557
H 2.272 5.887 -0.436
C -1.377 1.446 2.507
C -3.506 0.979 3.495
C -2.539 -4.833 -1.112
C 3.878 0.207 3.702
H -0.039 6.439 -1.072
C 1.774 -0.953 3.867
H -0.610 1.204 1.792
N -0.520 -1.219 -4.153
C 1.341 2.787 3.381
C -1.193 -2.368 -4.774
C -2.793 -6.743 0.326
C 1.671 5.164 -0.963
C 0.147 3.314 -2.323
C -1.189 2.537 3.383
H 5.670 2.342 3.570
H -2.812 -3.740 -4.324
H -1.396 4.786 -2.288
H 2.176 -0.374 -4.333
H -2.128 3.700 4.925
H -1.103 -8.038 0.488
C -2.241 2.854 4.269
H 0.399 -0.691 -5.969
H 4.954 0.199 3.700
H -0.591 0.565 -5.230
H -3.225 -2.038 -4.131
H 0.003 0.220 3.775
C 2.202 3.931 -1.282
H 3.215 3.690 -1.005
C 0.028 3.302 3.422
C -1.307 -1.876 -1.934
C 2.059 1.679 -2.337
C 0.250 -0.072 -2.136
N 3.605 2.748 3.458
C -3.361 2.064 4.342
C -0.734 -6.394 -0.826
C 0.165 0.054 -0.751
C 1.446 2.991 -1.965
H -1.791 -2.342 0.084
H -2.648 -0.133 1.883
C 3.178 1.409 3.560
H -4.122 2.282 5.073
H 5.225 3.717 2.549
C -3.129 -3.617 -1.749
C -2.427 -2.772 -3.982
H 2.555 4.634 3.287
C 3.170 -0.963 3.839
C -0.385 4.548 -2.004
H -3.573 -2.968 -0.991
C 0.135 -0.224 -5.013
C 0.376 5.476 -1.324
*
```